Entry 1:
A structure of composition C7H14N3O5 at a distorted geometry. Source: OMol25; level of theory: the ωB97M-V functional and the def2-TZVPD basis.

Structure (ORCA input):
```
! wB97M-V def2-TZVPD RIJCOSX def2/J DEFGRID3
* xyz -1 1
C -3.240 -0.615 -0.212
C -0.034 1.009 0.057
C 0.991 -2.966 0.975
C 3.503 1.395 -0.114
C -2.341 0.322 -1.212
C 0.307 -2.030 -0.035
C -1.455 1.246 -0.401
N -2.106 2.020 0.674
N 1.599 -0.011 -0.023
N 2.480 0.684 -0.818
O -3.948 -0.075 0.626
O 0.342 1.633 1.200
O -3.037 -1.802 -0.461
O -0.381 1.924 -0.915
O 1.229 -1.224 -0.780
H 1.906 -3.435 0.511
H 1.267 -2.550 1.913
H 0.306 -3.742 1.104
H 3.378 2.529 0.048
H 3.705 0.988 0.905
H 4.535 1.240 -0.570
H -2.925 0.810 -2.036
H -1.692 -0.427 -1.762
H -0.547 -1.501 0.366
H -0.149 -2.759 -0.677
H -3.004 1.493 0.945
H -2.175 2.969 0.509
H 1.908 1.192 -1.545
H -0.421 1.682 1.728
*
```

The HOMO energy comes out at -4.81 eV. For the LUMO energy, the calculation gives 3.37 eV. For the largest force on an atom, the calculation gives 0.08432 hartree/bohr. As for the energy relative to the best compared isomer or geometry (same formula, charge and spin): 59.9 kcal per mole. For the molecular weight, the calculation gives 220.21 Da.

Entry 2:
A structure of composition C7H14NO12S2 at a distorted geometry. Source: OMol25; level of theory: the ωB97M-V functional and the def2-TZVPD basis.

Structure (ORCA input):
```
! wB97M-V def2-TZVPD RIJCOSX def2/J DEFGRID3
* xyz -1 1
C 2.511 -2.154 -1.083
S 2.045 -0.420 -1.317
O 0.754 -0.404 -2.077
O 3.072 0.179 -2.225
C 1.970 0.632 0.194
O 2.048 0.177 1.518
N 2.548 -1.099 1.688
O 3.510 -1.100 2.351
O 3.060 1.569 0.052
S 2.397 3.024 -0.457
O 3.234 4.223 -0.244
O 2.038 3.014 -1.893
O 1.067 2.881 0.523
C 0.654 1.522 0.187
C -0.526 0.966 1.059
O -1.661 1.793 1.037
C -2.580 1.406 0.016
O -3.584 0.571 0.472
C -3.064 -0.755 0.669
C -2.596 -1.483 -0.627
O -3.556 -1.426 -1.691
H 1.744 -2.700 -0.485
H 2.650 -2.707 -2.027
H 3.453 -2.252 -0.496
H 0.161 1.677 -0.794
H -0.239 0.853 2.126
H -0.699 -0.069 0.689
H -3.072 2.340 -0.334
H -2.008 1.008 -0.851
H -3.885 -1.368 1.103
H -2.233 -0.799 1.433
H -2.336 -2.529 -0.392
H -1.645 -0.983 -0.947
H -3.248 -0.764 -2.308
O -1.167 -2.438 2.118
H -0.812 -2.385 3.015
*
```

The HOMO energy comes out at -3.64 eV. For the LUMO energy, the calculation gives 1.32 eV. For the largest force on an atom, the calculation gives 0.14796 hartree/bohr. For the molecular weight, the calculation gives 368.32 Da.

Entry 3:
A cluster of 2 separate species, C7H14NO2 in total at a distorted geometry. Source: OMol25; level of theory: the ωB97M-V functional and the def2-TZVPD basis.

Structure (ORCA input):
```
! wB97M-V def2-TZVPD RIJCOSX def2/J DEFGRID3
* xyz -1 1
C -1.035 2.017 -1.525
C -1.685 0.932 -1.166
C -2.615 0.877 -0.021
C 1.574 0.594 0.062
C 0.995 -0.838 2.181
C 1.616 -2.072 0.035
C 0.856 -0.809 0.597
N -1.690 -0.150 -2.075
O -0.863 -0.071 -2.955
O -0.375 -0.995 0.072
H -0.606 2.087 -2.451
H -0.901 2.805 -0.733
H -2.414 1.504 0.864
H -2.498 -0.264 0.311
H -3.642 1.069 -0.458
H 1.327 1.461 0.804
H 2.683 0.358 0.080
H 1.084 0.819 -0.893
H 1.015 -1.865 2.701
H 0.038 -0.336 2.545
H 1.787 -0.137 2.407
H 1.239 -3.008 0.422
H 1.398 -1.894 -1.042
H 2.714 -2.085 0.237
*
```

The HOMO energy comes out at -2.87 eV. For the LUMO energy, the calculation gives 3.44 eV. For the largest force on an atom, the calculation gives 0.07067 hartree/bohr. As for the energy relative to the best compared isomer or geometry (same formula, charge and spin): 34.1 kcal per mole. For the molecular weight, the calculation gives 144.19 Da.

Entry 4:
The ion C7H14NO2 with charge +1 at a distorted geometry. Source: OMol25; level of theory: the ωB97M-V functional and the def2-TZVPD basis.

Structure (ORCA input):
```
! wB97M-V def2-TZVPD RIJCOSX def2/J DEFGRID3
* xyz 1 1
C 2.840 0.216 1.710
C 1.794 -0.241 0.990
C -0.389 0.132 -0.040
C -0.390 -2.725 -2.269
C 0.241 1.348 1.969
C -1.640 2.142 -0.327
C -1.082 -1.552 -1.630
N 0.576 0.468 0.844
O -1.440 0.711 -0.507
O -0.126 -1.036 -0.641
H 3.673 -0.314 2.011
H 3.125 1.215 2.063
H 1.626 -1.246 0.591
H 0.632 -2.690 -2.385
H -0.510 -3.551 -1.655
H -0.941 -2.883 -3.276
H 1.000 2.250 2.159
H 0.276 0.909 2.919
H -0.736 1.906 2.004
H -2.218 2.407 0.503
H -2.340 2.317 -1.034
H -0.812 2.881 -0.495
H -1.905 -1.708 -1.075
H -1.254 -0.956 -2.431
*
```

The HOMO energy comes out at -13.38 eV. For the LUMO energy, the calculation gives -3.39 eV. For the largest force on an atom, the calculation gives 0.09233 hartree/bohr. As for the structure (SMILES): C=C/[N+](C)=C(/OC)OCC. As for the energy relative to the best compared isomer or geometry (same formula, charge and spin): 84.9 kcal per mole. For the molecular weight, the calculation gives 144.19 Da.

Entry 5:
A cluster of 2 separate species, C7H14NO3 in total at a distorted geometry. Source: OMol25; level of theory: the ωB97M-V functional and the def2-TZVPD basis.

Structure (ORCA input):
```
! wB97M-V def2-TZVPD RIJCOSX def2/J DEFGRID3
* xyz -1 1
C 1.531 3.563 -0.983
C 1.721 3.232 0.538
O 0.868 2.472 1.052
O 2.770 3.677 1.053
H 2.535 3.609 -1.403
H 0.958 4.481 -1.107
H 1.001 2.735 -1.450
C 0.172 -2.364 0.623
C 1.502 -1.825 0.101
C -0.919 -3.243 -1.423
C -1.859 -0.269 0.689
C -2.024 -1.532 -0.143
O -3.053 -1.738 -0.781
N -0.914 -2.282 -0.351
H 0.306 -3.430 0.836
H -0.183 -1.850 1.510
H 1.378 -1.212 -0.794
H 2.307 -2.553 0.050
H 0.085 -3.606 -1.620
H -2.333 0.571 0.195
H 1.873 -1.035 0.767
H -1.467 -4.155 -1.121
H -1.474 -2.847 -2.269
H -2.281 -0.400 1.687
H -0.798 -0.030 0.763
*
```

The HOMO energy comes out at -4.00 eV. For the LUMO energy, the calculation gives 2.98 eV. For the largest force on an atom, the calculation gives 0.03274 hartree/bohr. As for the energy relative to the best compared isomer or geometry (same formula, charge and spin): 4.2 kcal per mole. For the molecular weight, the calculation gives 160.19 Da.

Entry 6:
The ion C7H14NO3S with charge +1 at a distorted geometry. Source: OMol25; level of theory: the ωB97M-V functional and the def2-TZVPD basis.

Structure (ORCA input):
```
! wB97M-V def2-TZVPD RIJCOSX def2/J DEFGRID3
* xyz 1 3
C -0.515 0.480 1.239
C -1.602 1.586 0.986
C -1.422 1.973 -0.439
C -1.612 0.743 -1.383
C -1.343 -0.510 -0.800
C -0.381 -1.987 0.893
C 3.156 -1.474 -0.702
N -0.695 -0.646 0.309
O 3.035 1.265 0.218
O 0.766 0.877 1.156
O 1.869 -0.753 -0.695
S 1.751 0.841 -0.302
H -0.777 0.008 2.294
H -2.699 1.344 1.142
H -1.175 2.321 1.788
H -2.235 2.667 -0.738
H -0.484 2.575 -0.730
H -2.712 0.729 -1.737
H -0.998 0.816 -2.306
H -1.543 -1.403 -1.281
H -1.191 -2.804 0.674
H -0.219 -1.770 1.982
H 0.618 -2.137 0.479
H 3.150 -2.304 -1.369
H 3.239 -1.751 0.333
H 4.016 -0.686 -1.012
*
```

The HOMO energy (alpha / beta) comes out at -9.02 / -14.36 eV. For the LUMO energy (alpha / beta), the calculation gives -4.10 / -9.04 eV. For the largest force on an atom, the calculation gives 0.09864 hartree/bohr. For the molecular weight, the calculation gives 192.26 Da.